# 1
{"formula": "C2H3Br2O2P", "method": "wB97M-V/def2-TZVPD", "species": ["C", "C", "O", "O", "P", "Br", "Br", "H", "H", "H"], "positions_angstrom": [[0.484992, 0.031326, 0.996074], [2.705536, -0.070466, 0.597309], [0.237742, 0.359477, 2.100960], [-0.022846, -0.029049, -0.190419], [-1.683251, 0.501983, -0.461873], [3.280866, -1.534240, -0.429604], [3.185578, 1.730717, 0.066656], [3.032863, -0.029798, 1.722926], [-2.279474, -0.303830, 0.381400], [-1.509874, 1.576977, 0.527020]], "forces_ev_per_a": [[4.8, 0.5, -0.3], [-2.5, 1.1, 3.6], [-0.9, -0.4, -0.8], [-1.1, -0.2, 0.2], [2.1, 2.6, -1.0], [0.1, 0.2, 0.0], [-0.1, -0.4, -0.5], [-0.5, -0.9, -2.4], [-1.2, -1.8, 2.0], [-0.6, -0.7, -0.7]], "mulliken_charge": [0.58, -0.38, -0.38, -0.21, 0.05, -0.05, -0.08, 0.34, 0.07, 0.08], "largest_force_ev_per_a": 4.8, "energy_ha": -5717.759346, "lumo_energy_ev": -0.526, "e_above_lowest_ev": 3.3179, "gap_ev": 8.03}

=====

# 2
{"formula": "C2H3Br2O2Si", "method": "wB97M-V/def2-TZVPD", "species": ["C", "C", "O", "O", "Si", "Br", "Br", "H", "H", "H"], "positions_angstrom": [[2.412577, -2.718640, -0.806003], [0.138419, 0.131968, -0.068861], [1.371063, -2.954764, -1.351119], [3.469548, -2.996726, -0.411740], [1.967620, -0.334827, 0.085599], [2.724985, 1.158145, -1.703541], [2.851283, 0.882228, 2.004078], [-0.373833, 0.931459, 0.586723], [-0.213816, 0.428261, -1.023694], [-0.310940, -0.855122, -0.084352]], "forces_ev_per_a": [[-2.2, -0.3, -0.5], [-0.9, 1.0, 1.2], [0.9, 0.6, 0.4], [1.5, -0.3, 0.3], [0.4, 1.0, -0.6], [0.0, -0.3, 0.4], [-0.4, -0.3, -0.5], [0.9, -1.7, -0.4], [0.5, 0.7, -1.5], [-0.6, -0.3, 1.1]], "mulliken_charge": [0.51, -1.07, -0.44, -0.36, 0.30, -0.44, -0.46, 0.30, 0.36, 0.30], "largest_force_ev_per_a": 2.3, "energy_ha": -5666.174011, "lumo_energy_ev": 3.392, "e_above_lowest_ev": 0.2960, "gap_ev": 7.45, "total_charge": -1}

=====

# 3
{"formula": "C2H3BrCl2", "method": "wB97M-V/def2-TZVPD", "species": ["C", "C", "Cl", "Cl", "Br", "H", "H", "H"], "positions_angstrom": [[0.265810, 0.723937, -0.461738], [0.016575, -0.144075, 0.701809], [-1.340663, 0.071696, 1.652303], [-1.304382, -2.291114, -0.974858], [1.369050, -1.224532, 1.352690], [0.999488, 0.269469, -1.128589], [-0.660207, 0.900047, -1.007479], [0.654330, 1.694574, -0.134137]], "forces_ev_per_a": [[0.0, 0.0, -0.4], [-0.6, -1.4, -0.5], [0.3, 0.1, -0.1], [0.7, 1.0, 0.7], [-0.4, 0.4, -0.1], [-0.1, 0.0, 0.1], [0.0, -0.1, 0.1], [0.0, 0.0, 0.2]], "mulliken_charge": [-0.91, 0.32, 0.02, -0.58, 0.11, 0.35, 0.32, 0.36], "largest_force_ev_per_a": 1.6, "energy_ha": -3572.310874, "lumo_energy_ev": [-2.640, -2.644], "e_above_lowest_ev": 2.1013, "gap_ev": [6.07, 6.06]}

=====

# 4
{"formula": "C2H3BrClFIN", "method": "wB97M-V/def2-TZVPD", "species": ["C", "C", "N", "F", "Cl", "Br", "I", "H", "H", "H"], "positions_angstrom": [[-1.294084, 0.138024, 0.221229], [1.134608, 0.072098, 0.121475], [-0.013082, -0.471533, 0.533910], [1.199472, -0.070816, -1.767359], [-1.781660, -0.448107, -1.450867], [1.287472, 1.930387, 0.212341], [3.015440, -0.859416, 0.400636], [-2.209920, -0.102648, 0.857636], [-1.409109, 1.284220, 0.369673], [0.070861, -1.472209, 0.501324]], "forces_ev_per_a": [[-2.3, 0.9, 0.1], [0.9, 0.5, -2.9], [-0.1, 0.7, 0.4], [-0.1, 0.1, 2.7], [0.0, 0.7, 0.8], [-0.1, 0.5, 0.1], [-0.7, -0.2, 0.2], [1.8, -0.9, -0.4], [1.3, -1.9, -1.0], [-0.7, -0.5, 0.1]], "mulliken_charge": [-0.41, 0.34, -0.24, -0.50, -0.15, -0.06, 0.21, 0.27, 0.28, 0.25], "largest_force_ev_per_a": 3.1, "energy_ha": -3564.449812, "lumo_energy_ev": -0.376, "e_above_lowest_ev": 1.4107, "gap_ev": 9.64}

=====

# 5
{"formula": "C2H3BrClNO", "method": "wB97M-V/def2-TZVPD", "species": ["C", "C", "N", "O", "Cl", "Br", "H", "H", "H"], "positions_angstrom": [[1.462942, 0.113496, 0.447911], [-1.247071, -0.121366, 1.545505], [1.162532, 0.342859, -0.708646], [1.792090, -0.076982, 1.522231], [-0.531412, -1.620353, 2.300920], [-2.088515, -0.412799, -0.322997], [-2.158825, -0.118176, 2.085593], [-0.915740, 0.007577, -0.925335], [1.962152, 0.400855, -1.368629]], "forces_ev_per_a": [[0.6, 0.3, -0.3], [1.8, 0.0, 0.9], [0.1, 0.1, -1.6], [0.4, -0.2, 1.4], [-0.5, 0.0, -0.6], [-1.6, -1.0, 0.0], [-1.3, 0.4, 0.4], [1.4, 0.5, -0.7], [-0.9, -0.1, 0.6]], "mulliken_charge": [0.79, -0.56, -0.63, -0.31, -0.17, 0.08, 0.26, 0.30, 0.24], "largest_force_ev_per_a": 2.0, "energy_ha": -3242.064802, "lumo_energy_ev": 0.376, "e_above_lowest_ev": 4.0087, "gap_ev": 8.64}

=====

# 6
{"formula": "C2H3BrFN", "method": "wB97M-V/def2-TZVPD", "species": ["F", "C", "N", "C", "H", "H", "Br", "H"], "positions_angstrom": [[2.014521, -1.901444, 0.048541], [1.156724, -0.944121, 0.107189], [-0.052118, -0.603587, 0.052266], [1.053531, 0.463905, 0.061939], [1.071031, 1.148410, 1.017558], [1.146040, 1.100584, -0.768229], [-3.825972, 0.150825, 0.040771], [-2.563754, 0.585428, -0.560036]], "forces_ev_per_a": [[-0.2, -0.9, 0.2], [-1.1, 1.8, -0.6], [1.0, -1.6, 0.0], [-0.1, 2.2, 3.4], [0.2, -1.7, -1.5], [0.2, 0.2, -1.5], [0.9, 0.4, -0.5], [-0.9, -0.4, 0.5]], "mulliken_charge": [-0.22, 0.53, -0.34, -0.35, 0.15, 0.23, -0.22, 0.21], "largest_force_ev_per_a": 4.0, "smiles": "FC1=NC1.Br", "energy_ha": -2806.543426, "lumo_energy_ev": 0.710, "e_above_lowest_ev": 1.0132, "gap_ev": 11.36}